# C6H12N

A cluster of 2 separate species, C6H12N in total (ωB97M-V/def2-TZVPD, the OMol25 dataset).

CARTESIAN COORDINATES (ANGSTROEM)
C (0.144, -1.350, -0.790)
C (0.199, -0.118, -0.293)
C (2.705, -0.037, 0.559)
C (2.549, 1.092, -0.483)
C (-3.073, -0.445, 0.417)
C (-2.298, 0.742, 0.093)
N (1.367, 0.560, 0.219)
H (0.876, -1.931, -1.178)
H (-0.873, -1.629, -0.992)
H (2.818, -1.146, 0.134)
H (3.134, 0.188, 1.554)
H (2.849, 2.170, -0.351)
H (2.640, 0.801, -1.590)
H (-4.164, -0.158, 0.361)
H (-2.974, -0.828, 1.472)
H (-2.859, -1.354, -0.272)
H (-2.000, 1.013, -0.891)
H (-1.995, 1.268, 0.993)
H (0.956, 1.163, 1.041)

The orbital gap (alpha / beta) is 0.2775 / 0.3211 Ha. The calculation puts the relative energy (zero: lowest compared OMol25 entry of this formula, charge and spin) at 6.625 eV. The spin multiplicity is 1. Its HOMO energy (alpha / beta) is -12.35 / -12.95 eV. As for the charge: +1.

---

# C5H3Cl2CrNO3Tl

A structure of composition C5H3Cl2CrNO3Tl (ωB97M-V/def2-TZVPD, the OMol25 dataset).

CARTESIAN COORDINATES (ANGSTROEM)
Cr (-1.909, -0.517, -2.153)
Tl (-0.141, 0.029, 0.108)
Cl (-1.424, 1.578, -1.433)
Cl (0.283, -1.269, -2.263)
C (1.013, -1.344, 1.044)
C (-3.847, -0.026, -2.158)
C (-2.514, -2.315, -2.792)
O (1.628, -2.154, 1.589)
O (-4.967, 0.286, -2.147)
O (-2.837, -3.367, -3.158)
C (2.161, 4.146, 0.835)
C (1.509, 2.925, 0.536)
N (1.015, 1.949, 0.320)
H (2.970, 4.267, 0.133)
H (2.531, 4.082, 1.846)
H (1.439, 4.940, 0.737)

The orbital gap (alpha / beta) is 0.1903 / 0.2307 Ha. Its expectation value of S² is 3.817. The calculation puts the relative energy (zero: lowest compared OMol25 entry of this formula, charge and spin) at 0.098 eV. The spin multiplicity is 4. Its HOMO energy (alpha / beta) is -26.52 / -26.52 eV. As for the charge: +4.

---

# C5H11NO2

A structure of composition C5H11NO2 (ωB97M-V/def2-TZVPD, the OMol25 dataset).

CARTESIAN COORDINATES (ANGSTROEM)
C (2.425, -0.003, -0.022)
C (0.048, -0.819, -1.227)
C (0.386, -1.401, 1.229)
C (-0.786, 1.683, -0.401)
C (0.500, -0.382, 0.086)
N (-0.005, 0.990, 0.498)
O (2.522, 1.228, 0.321)
O (3.156, -0.834, -0.345)
H (-0.021, -0.046, -1.960)
H (0.682, -1.498, -1.656)
H (-0.908, -1.306, -1.185)
H (0.475, -0.832, 2.127)
H (1.227, -2.102, 1.091)
H (-0.463, -2.056, 1.095)
H (-0.704, 2.764, 0.001)
H (-0.388, 1.979, -1.424)
H (-1.775, 1.457, -0.613)
H (1.588, 1.450, 0.676)
H (-0.507, 0.894, 1.347)

The orbital gap (alpha / beta) is 0.1394 / 0.3237 Ha. Its expectation value of S² is 2.009. The calculation puts the relative energy (zero: lowest compared OMol25 entry of this formula, charge and spin) at 2.323 eV. The spin multiplicity is 3. Its HOMO energy (alpha / beta) is -3.17 / -10.65 eV.

---

> Which value of spin multiplicity does entry 2 give?

4